Record 1
{"formula": "C4H24N8O8", "method": "ωB97M-V/def2-TZVPD", "smiles": "NC(N)=O.NC(N)=O.NC(N)=O.NC(N)=O.O.O.O.O", "lumo_energy_ev": 0.01, "gap_ha": 0.31656, "symbols": ["N", "C", "N", "O", "H", "H", "H", "H", "N", "C", "N", "O", "H", "H", "H", "H", "N", "C", "N", "O", "H", "H", "H", "H", "N", "C", "N", "O", "H", "H", "H", "H", "O", "H", "H", "O", "H", "H", "O", "H", "H", "O", "H", "H"], "positions_angstrom": [[-0.62569, 3.00291, -20.37765], [-1.72102, 3.71635, -20.28928], [-1.41466, 5.00129, -20.18642], [-2.90181, 3.37728, -20.37060], [-0.66215, 2.01042, -20.56132], [0.29243, 3.42165, -20.42008], [-0.47276, 5.36561, -20.17195], [-2.24749, 5.56792, -20.26000], [-9.08090, 0.11111, -19.63073], [-8.47186, -0.88754, -20.15598], [-7.38475, -0.54625, -20.78501], [-8.94729, -2.01040, -20.12964], [-8.75039, 1.05823, -19.74832], [-10.01957, -0.10982, -19.33040], [-7.05123, 0.39692, -20.64615], [-6.89431, -1.15248, -21.42693], [-5.56538, 3.17273, -19.36827], [-6.23918, 2.70444, -20.35634], [-5.39659, 2.57894, -21.31447], [-7.38800, 2.49117, -20.51305], [-6.09520, 3.26769, -18.51365], [-4.64694, 3.57418, -19.24410], [-4.42751, 2.73279, -21.07506], [-5.76626, 2.59695, -22.25421], [-7.44820, 1.68081, -16.52384], [-6.17466, 1.68492, -16.24962], [-5.81557, 2.63170, -15.49751], [-5.35682, 0.94314, -16.67153], [-7.90328, 1.01158, -17.12810], [-8.08249, 2.31453, -16.05889], [-4.87895, 2.57633, -15.12363], [-6.47327, 3.24278, -15.03479], [-3.79670, -2.72866, -21.06678], [-3.92065, -3.39906, -20.39490], [-3.73627, -1.90767, -20.57835], [-4.25283, 0.06958, -20.30843], [-4.35951, 0.34437, -19.39775], [-4.20202, 0.88828, -20.80176], [-4.86159, -0.81104, -22.90533], [-4.04884, -0.45059, -23.25993], [-4.57651, -1.42832, -22.23158], [-2.74723, -0.38300, -16.97499], [-3.64488, -0.05107, -16.95779], [-2.74808, -1.04134, -17.66984]], "forces_ev_per_a": [[1.82, -3.21, -0.28], [-0.66, 0.92, -0.62], [-0.79, 2.41, 0.40], [0.40, -0.81, 0.29], [-0.14, 0.18, 0.18], [-0.42, -0.08, 0.05], [-0.54, 0.09, -0.02], [0.62, 0.56, 0.13], [-2.93, 3.73, 3.05], [-0.08, -3.38, -1.48], [3.36, 0.68, -1.50], [-0.28, -1.33, 0.04], [-0.32, 0.04, -0.14], [0.23, 0.44, 0.10], [0.13, -0.28, -0.56], [-0.14, 0.08, 0.42], [-0.31, 1.95, 7.73], [1.73, 0.93, -1.44], [2.87, -1.19, -5.30], [-5.09, -0.89, 0.92], [-0.04, -0.08, 0.11], [0.03, -0.46, -1.20], [0.02, 0.39, -0.95], [0.46, -0.32, 0.07], [-4.40, -0.30, -1.09], [-1.06, -1.48, -1.37], [2.08, 5.55, 4.73], [2.73, -3.67, -2.25], [0.48, -0.11, -0.03], [0.21, -0.18, -0.15], [-0.23, 0.16, -0.08], [0.30, -0.13, -0.02], [0.21, -0.24, -0.19], [-0.17, -0.26, 0.03], [0.00, 0.65, 0.33], [0.41, -0.62, 0.35], [-0.07, 0.14, 0.44], [-0.20, 0.07, -0.31], [-0.34, 0.40, -0.50], [0.13, 0.01, -0.14], [0.05, -0.47, 0.19], [0.46, -0.06, -0.06], [-0.61, 0.34, 0.24], [0.08, -0.19, -0.12]], "nbo_charge": [-0.8064, 0.7885, -0.8270, -0.7429, 0.4145, 0.3946, 0.3952, 0.4111, -0.8538, 0.7422, -0.8238, -0.7076, 0.4148, 0.3998, 0.3942, 0.4166, -0.8366, 0.7561, -0.8510, -0.6969, 0.3795, 0.4324, 0.4127, 0.4036, -0.8259, 0.7474, -0.8068, -0.7076, 0.4255, 0.3811, 0.4104, 0.3795, -0.9669, 0.4793, 0.4921, -0.9752, 0.4834, 0.4869, -0.9581, 0.4589, 0.4909, -0.9593, 0.4959, 0.4587]}

***

Record 2
{"formula": "C2H2N2O2", "method": "ωB97M-V/def2-TZVPD", "lumo_energy_ev": 0.17, "gap_ha": 0.38354, "symbols": ["O", "C", "N", "C", "N", "O", "H", "H"], "positions_angstrom": [[-1.68719, -1.81251, -0.13771], [-1.54989, -0.66821, 0.04729], [0.67413, -0.66248, 0.30787], [0.70855, 0.55787, 0.40926], [0.36285, 1.73088, 0.52214], [-1.68414, 0.48505, 0.20418], [1.38555, -1.30343, 0.04498], [1.58007, 1.53197, 0.33242]], "forces_ev_per_a": [[0.21, 0.46, 0.07], [-1.75, -0.11, -0.18], [0.58, -0.17, 0.27], [-1.42, -0.88, 0.04], [3.41, -0.05, -0.30], [-0.51, -1.05, -0.14], [0.43, -0.19, -0.12], [-0.94, 1.98, 0.35]], "nbo_charge": [-0.5285, 1.0335, -0.7945, 0.4669, -0.4403, -0.5469, 0.4247, 0.3851]}

***

Record 3
{"formula": "C2H3ClS2", "method": "ωB97M-V/def2-TZVPD", "lumo_energy_ev": [-1.15, -1.61], "gap_ha": [0.28614, 0.24954], "symbols": ["C", "C", "S", "S", "Cl", "H", "H", "H"], "positions_angstrom": [[0.61691, -1.27422, 1.47869], [-0.44951, 0.83009, -1.17454], [1.85795, -1.39081, 0.43041], [-1.59292, 0.40167, 0.14740], [0.42324, -1.12308, 3.05726], [-0.16280, 1.73506, -0.81796], [-1.04022, 0.76377, -2.13749], [0.34736, 0.05752, -0.98376]], "forces_ev_per_a": [[1.84, 0.22, -3.75], [-1.87, -3.36, -0.27], [-1.84, -0.01, 1.74], [-0.22, -0.73, 0.57], [-0.25, 0.02, 1.85], [1.44, 2.94, -0.12], [1.38, 0.17, 0.92], [-0.49, 0.75, -0.95]], "nbo_charge": [-0.2896, -0.7841, 0.1296, 0.0506, 0.1908, 0.2186, 0.2343, 0.2498]}

***

The records above give, respectively, electronic energy values of -1206.8772 -337.3259 -1334.4220 Eh.
The records above give, respectively, relative energy (zero: lowest compared OMol25 entry of this formula, charge and spin) values of 59.1 61.8 84.6 kcal per mole.
The records above give, respectively, largest force on an atom values of 7.98 3.42 4.18 eV/A.